Model P:
Formula: C2H3I
Source: OMol25
Level of theory: ωB97M-V/def2-TZVPD

Last column: Mulliken charge in e.
Positions of all 6 atoms, in Å:
C 0.50 0.74 0.04  -0.29
C -0.52 -0.03 -0.13  -0.34
I -2.54 -0.07 0.03  0.16
H 1.50 0.38 -0.14  0.21
H 0.44 1.78 0.36  0.26
H 0.63 -2.81 -0.17  0.01

Molar mass (g mol⁻¹): 154.0
Spin multiplicity: 1


Model Q:
Formula: C2H3I
Source: OMol25
Level of theory: ωB97M-V/def2-TZVPD

Last column: Mulliken charge in e.
Positions of all 6 atoms, in Å:
C -0.12 -0.39 0.09  -0.36
C 0.83 0.46 0.17  -0.27
I 3.95 -0.01 0.00  -0.23
H -1.12 -0.07 -0.20  0.24
H -0.04 -1.45 0.30  0.25
H 1.09 1.48 0.00  0.37

Molar mass (g mol⁻¹): 154.0
Spin multiplicity: 1


The data favor model Q; the next most stable structure lies 210.8 kJ/mol above it.


Model P:
Formula: C2H3BrO
Source: OMol25
Level of theory: ωB97M-V/def2-TZVPD

Last column: Mulliken charge in e.
Positions of all 7 atoms, in Å:
O -1.66 0.96 0.25  -0.46
C -0.65 0.59 -0.32  0.07
C 0.32 -0.36 0.27  -0.43
Br 2.22 -0.16 -0.02  -0.09
H -0.38 0.72 -1.33  0.34
H 0.03 -0.38 1.39  0.32
H 0.12 -1.38 -0.26  0.26

Molar mass (g mol⁻¹): 122.9
Spin multiplicity: 1
SMILES: O=CCBr


Model Q:
Formula: C2H3BrO
Source: OMol25
Level of theory: ωB97M-V/def2-TZVPD

Last column: Mulliken charge in e.
Positions of all 7 atoms, in Å:
C 1.14 0.58 -0.11  -0.98
C 0.72 -0.60 -0.04  0.84
O 0.30 -1.67 -0.02  -0.36
H 1.15 0.94 -1.19  0.19
H 1.44 1.26 0.59  0.32
Br -2.39 0.47 0.30  -0.23
H -2.36 -0.98 0.47  0.22

Molar mass (g mol⁻¹): 122.9
Spin multiplicity: 1
SMILES: C=C=O.Br


The data favor model P; the next most stable structure lies 40.6 kJ/mol above it.


Model P:
Formula: C5H4FNS
Source: OMol25
Level of theory: ωB97M-V/def2-TZVPD

Last column: Mulliken charge in e.
Positions of all 12 atoms, in Å:
F -2.16 -1.47 0.00  -0.28
C -1.16 -0.58 0.00  0.37
C -1.44 0.77 0.00  -0.32
C -0.36 1.65 0.00  -0.32
N 0.91 1.24 0.00  -0.53
C 1.15 -0.07 -0.01  0.43
S 2.87 -0.47 0.00  -0.19
C 0.13 -1.03 -0.01  -0.29
H -2.47 1.14 0.00  0.39
H -0.52 2.74 -0.01  0.34
H 2.70 -1.80 0.02  0.12
H 0.36 -2.11 0.01  0.28

Molar mass (g mol⁻¹): 129.2
Spin multiplicity: 1
SMILES: Fc1ccnc(S)c1


Model Q:
Formula: C5H4FNS
Source: OMol25
Level of theory: ωB97M-V/def2-TZVPD

Last column: Mulliken charge in e.
Positions of all 12 atoms, in Å:
C -2.21 0.79 -1.59  0.40
C -1.48 0.65 -0.64  -1.13
C -0.53 0.34 0.43  1.25
F -0.06 1.45 1.08  -0.28
C -0.98 -0.78 1.25  -0.83
N 0.18 -1.50 0.81  -0.14
C 0.67 -0.52 0.04  -0.19
S 1.98 -0.14 -0.88  -0.32
H -2.76 1.10 -2.52  0.39
H -1.02 -0.47 2.31  0.25
H -1.94 -1.22 1.05  0.35
H 0.46 -2.51 0.92  0.24

Molar mass (g mol⁻¹): 129.2
Spin multiplicity: 1
SMILES: C#C[C@@]1(F)CNC1=S


The data favor model P; the next most stable structure lies 316.4 kJ/mol above it.


Model P:
Formula: C4H6I2
Source: OMol25
Level of theory: ωB97M-V/def2-TZVPD

Last column: Mulliken charge in e.
Positions of all 12 atoms, in Å:
C 0.76 -0.79 -1.81  -0.82
C 0.95 -0.87 -0.51  0.18
C -0.38 0.52 1.08  -1.06
C -0.09 -0.86 0.55  -0.35
I 2.95 -0.89 0.24  0.05
I -1.88 -1.92 0.02  0.20
H 1.58 -0.75 -2.51  0.27
H -0.23 -0.75 -2.23  0.20
H -0.80 1.15 0.29  0.35
H -1.09 0.48 1.91  0.35
H 0.54 0.99 1.44  0.31
H 0.55 -1.61 1.72  0.32

Molar mass (g mol⁻¹): 307.9
Spin multiplicity: 3
⟨S²⟩: 2.008


Model Q:
Formula: C4H6I2
Source: OMol25
Level of theory: ωB97M-V/def2-TZVPD

Last column: Mulliken charge in e.
Positions of all 12 atoms, in Å:
C 1.34 -0.35 -0.67  -0.78
C 0.45 0.82 -0.32  -0.47
C -0.42 0.49 0.97  0.04
C -1.40 -0.53 1.06  -1.26
I 0.52 1.07 2.86  0.05
I -0.72 -2.61 1.77  0.01
H 1.11 -1.34 -0.48  0.36
H 2.44 -0.32 -0.51  0.29
H 1.00 1.70 -0.26  0.45
H -0.41 1.07 -1.03  0.25
H -1.64 -0.63 0.05  0.50
H -2.01 -0.28 1.90  0.56

Molar mass (g mol⁻¹): 307.9
Spin multiplicity: 3
⟨S²⟩: 2.026


The data favor model Q; the next most stable structure lies 191.0 kJ/mol above it.